1.
C19H40OP2Tc as an isolated structure in a non-equilibrium geometry. Source: the OMol25 dataset; level of theory: wB97M-V/def2-TZVPD.

Each line ends with the natural charge from an NBO analysis.
CARTESIAN COORDINATES (ANGSTROEM)
P: 1.792 0.323 1.191  1.17
P: -2.120 -1.282 0.175  1.01
C: -0.963 0.984 0.551  -0.33
C: -2.400 0.519 0.606  -0.80
H: -0.419 1.304 -0.473  0.25
H: -0.723 1.876 1.140  0.23
H: -2.825 0.577 1.615  0.28
H: -3.114 0.972 -0.095  0.28
C: -2.727 -1.674 -1.500  -0.98
H: -3.439 -2.503 -1.418  0.28
H: -1.909 -1.982 -2.176  0.26
H: -3.229 -0.778 -1.882  0.25
C: -3.411 -2.041 1.243  -0.93
H: -4.383 -1.684 0.861  0.26
H: -3.292 -1.692 2.277  0.26
H: -3.404 -3.140 1.239  0.27
C: 3.445 0.609 0.465  -0.94
H: 4.101 -0.001 1.088  0.27
H: 3.736 1.659 0.524  0.26
H: 3.479 0.276 -0.582  0.26
C: 1.535 1.610 2.442  -0.95
H: 0.502 1.603 2.793  0.25
H: 1.774 2.620 2.119  0.26
H: 2.218 1.334 3.258  0.28
Tc: 0.366 -0.273 -0.388  0.80
C: -1.305 2.819 -1.286  -0.16
C: -1.028 2.050 -2.364  -0.19
C: -0.026 2.365 -3.436  -0.45
C: 1.215 3.061 -2.868  -0.45
C: 1.680 2.343 -1.622  -0.21
C: 1.587 2.892 -0.386  -0.17
C: 0.602 3.914 0.087  -0.47
C: -0.662 4.087 -0.812  -0.48
C: 2.216 -1.137 2.240  -0.93
H: -2.191 2.596 -0.679  0.21
H: -1.644 1.176 -2.570  0.21
H: -0.508 3.006 -4.179  0.26
H: 0.245 1.443 -3.974  0.22
H: 2.026 3.069 -3.613  0.26
H: 0.983 4.114 -2.658  0.22
H: 2.444 1.587 -1.835  0.21
H: 2.464 2.889 0.253  0.22
H: 1.135 4.888 0.113  0.28
H: 0.336 3.749 1.152  0.22
H: -1.432 4.567 -0.183  0.24
H: -0.476 4.806 -1.629  0.25
H: 1.372 -1.459 2.873  0.25
H: 3.123 -0.963 2.826  0.27
H: 2.443 -1.900 1.467  0.26
C: -0.831 -4.289 -0.441  -0.62
C: 0.215 -3.451 0.309  0.23
C: -0.362 -3.225 1.707  -0.62
C: 1.305 -4.475 0.565  -0.61
O: 0.663 -2.303 -0.392  -0.66
H: -1.084 -5.165 0.185  0.24
H: -0.415 -4.659 -1.385  0.24
H: -1.749 -3.734 -0.658  0.19
H: -0.711 -4.202 2.065  0.24
H: 0.363 -2.845 2.421  0.21
H: -1.219 -2.546 1.723  0.19
H: 1.687 -4.868 -0.366  0.23
H: 2.130 -4.109 1.167  0.21
H: 0.825 -5.308 1.111  0.23

Computed properties:
Multiplicity = 4
Kohn-Sham gap (spin up / spin down) = 6.360 / 6.736 eV
Charge = +2
HOMO level (spin up / spin down) = -14.369 / -15.063 eV
Energy relative to the best compared isomer or geometry (same formula, charge and spin) = 8.9 kcal/mol

---

2.
A 3-piece molecular cluster, C19H41FN2O10S overall in a non-equilibrium geometry. Source: the OMol25 dataset; level of theory: wB97M-V/def2-TZVPD.

Each line ends with the Mulliken charge.
CARTESIAN COORDINATES (ANGSTROEM)
C: -0.791 -0.433 2.794  -0.66
C: 0.449 -0.012 3.780  0.49
C: 1.620 -1.197 3.853  -1.06
C: 1.079 1.488 3.476  -0.28
C: -0.026 2.699 3.486  -0.96
C: 2.069 1.503 2.128  -0.32
O: 1.291 1.166 0.928  0.09
C: 2.127 0.987 -0.264  0.43
C: 3.727 1.331 -0.233  -0.65
C: 4.672 0.062 0.309  0.44
O: 5.929 0.330 0.696  -0.52
F: 4.228 -1.352 0.351  -0.23
O: 1.659 -0.321 -0.777  -0.34
S: 1.880 -0.334 -2.495  1.11
O: 0.807 -1.151 -3.307  -0.55
O: 3.282 -0.823 -3.002  -0.58
O: 1.823 1.387 -2.704  -0.39
C: 1.470 2.030 -1.394  0.03
C: -0.163 2.118 -1.520  -0.23
O: -0.520 3.543 -1.802  -0.20
O: -1.838 3.559 -1.951  -0.42
H: -1.749 -0.809 3.366  0.15
H: -0.385 -1.274 2.068  0.28
H: -1.059 0.489 2.097  -0.04
H: -0.003 0.044 4.880  0.29
H: 1.645 -1.862 2.873  0.19
H: 1.377 -1.900 4.762  0.32
H: 2.670 -0.661 4.035  0.25
H: 1.820 1.709 4.385  0.31
H: -0.508 2.698 4.578  0.26
H: 0.473 3.779 3.387  0.36
H: -0.922 2.566 2.745  0.10
H: 2.414 2.632 2.009  0.28
H: 2.943 0.768 2.382  0.03
H: 4.064 1.477 -1.370  0.47
H: 4.019 2.324 0.312  0.40
H: 1.939 3.098 -1.486  0.40
H: -0.553 1.475 -2.432  0.24
H: -0.755 1.806 -0.560  0.10
H: -2.055 4.186 -2.715  0.32
C: 2.236 -6.076 -7.061  -0.65
O: 2.299 -5.292 -5.880  -0.40
C: 2.835 -3.979 -6.070  -0.60
C: 1.819 -2.949 -6.614  0.47
C: 1.534 -3.101 -8.107  -1.49
N: 0.547 -3.004 -5.878  -0.69
H: 3.071 -5.874 -7.738  0.29
H: 1.283 -5.912 -7.568  0.22
H: 2.273 -7.130 -6.768  0.26
H: 3.152 -3.645 -5.075  0.25
H: 3.742 -4.016 -6.686  0.43
H: 2.255 -1.952 -6.471  0.38
H: 0.872 -3.944 -8.326  0.28
H: 1.040 -2.203 -8.494  0.36
H: 2.461 -3.241 -8.672  0.34
H: 0.732 -2.804 -4.894  0.24
H: 0.243 -3.982 -5.872  0.33
C: -3.134 1.596 5.720  -0.71
O: -3.581 0.791 4.639  -0.16
C: -4.994 0.565 4.616  -0.78
C: -5.814 1.723 4.000  0.32
C: -5.972 2.923 4.931  -1.36
N: -5.232 2.179 2.729  -0.73
H: -3.719 1.431 6.629  0.33
H: -3.157 2.649 5.435  0.25
H: -2.091 1.335 5.925  0.18
H: -5.139 -0.321 3.987  0.32
H: -5.360 0.298 5.615  0.40
H: -6.821 1.339 3.798  0.43
H: -5.065 3.532 4.992  0.28
H: -6.770 3.581 4.571  0.34
H: -6.236 2.602 5.944  0.34
H: -5.219 1.393 2.077  0.28
H: -4.239 2.367 2.899  0.29

Computed properties:
Kohn-Sham gap = 8.400 eV
HOMO level = -8.750 eV
Structure (SMILES) = CC(C)[C@H](C)CO[C@@]1(CC(=O)F)OS(=O)(=O)O[C@H]1COO.COC[C@@H](C)N.COC[C@@H](C)N
Energy relative to the best compared isomer or geometry (same formula, charge and spin) = 304.6 kcal/mol

---

3.
C19H41HgN2OP2 as an isolated structure in a non-equilibrium geometry. Source: the OMol25 dataset; level of theory: wB97M-V/def2-TZVPD.

Each line ends with the natural charge from an NBO analysis.
CARTESIAN COORDINATES (ANGSTROEM)
Hg: -0.231 0.020 -0.610  1.28
P: 0.226 -2.430 -0.649  0.86
P: 0.217 2.447 -0.352  0.86
N: 1.927 0.071 -1.471  -0.91
C: 1.880 -2.424 -1.448  -0.74
H: 2.473 -3.293 -1.131  0.25
H: 1.727 -2.487 -2.535  0.25
C: 2.666 -1.143 -1.148  -0.23
H: 3.009 -1.148 -0.087  0.15
H: 3.579 -1.135 -1.775  0.19
C: 2.662 1.238 -1.004  -0.23
H: 3.575 1.306 -1.627  0.19
H: 3.002 1.109 0.051  0.15
C: 1.874 2.545 -1.144  -0.74
H: 1.722 2.743 -2.214  0.25
H: 2.469 3.365 -0.721  0.25
C: 0.384 3.252 1.305  -0.53
C: -0.848 3.028 2.207  -0.61
H: -0.580 3.318 3.239  0.22
H: -1.165 1.976 2.227  0.21
H: -1.700 3.655 1.895  0.22
C: -0.992 3.328 -1.415  -0.53
C: -2.390 3.391 -0.772  -0.61
H: -3.119 3.703 -1.538  0.23
H: -2.434 4.129 0.043  0.21
H: -2.723 2.417 -0.381  0.21
C: -0.988 -3.163 -1.816  -0.53
C: -2.384 -3.301 -1.179  -0.61
H: -3.115 -3.519 -1.974  0.23
H: -2.711 -2.376 -0.674  0.21
H: -2.425 -4.132 -0.459  0.21
C: 0.390 -3.411 0.899  -0.53
C: -0.820 -3.271 1.837  -0.61
H: -0.571 -3.743 2.802  0.22
H: -1.710 -3.779 1.435  0.21
H: -1.062 -2.222 2.036  0.21
C: -2.521 -0.133 0.345  0.44
C: -0.513 4.689 -1.912  -0.62
H: -0.445 5.424 -1.105  0.21
H: 0.462 4.616 -2.406  0.22
H: -1.231 5.066 -2.651  0.23
C: -0.510 -4.453 -2.477  -0.62
H: -1.229 -4.735 -3.255  0.23
H: 0.464 -4.319 -2.961  0.22
H: -0.439 -5.281 -1.766  0.21
C: 0.731 -4.883 0.653  -0.61
H: 1.048 -5.335 1.602  0.23
H: -0.144 -5.448 0.300  0.21
H: 1.552 -5.013 -0.059  0.22
C: 0.743 4.738 1.243  -0.61
H: -0.129 5.343 0.961  0.21
H: 1.059 5.061 2.244  0.23
H: 1.568 4.943 0.555  0.22
H: 1.224 2.696 1.762  0.24
H: 1.247 -2.928 1.405  0.24
H: -1.073 2.660 -2.290  0.23
H: -1.071 -2.393 -2.602  0.24
O: -3.113 -0.052 1.327  -0.47
H: -0.017 0.037 -3.255  0.09
H: -0.723 0.042 -2.934  -0.09
C: 0.150 -0.057 4.719  -0.74
C: 0.355 -0.107 3.289  0.37
N: 0.480 -0.120 2.127  -0.44
H: 0.539 -0.959 5.210  0.27
H: -0.927 0.018 4.931  0.27
H: 0.651 0.821 5.150  0.27

Computed properties:
Kohn-Sham gap (spin up / spin down) = 6.518 / 6.519 eV
Charge = +1
HOMO level (spin up / spin down) = -9.083 / -9.083 eV

---

- What is the formula in the first record?
  C19H40OP2Tc